[1]
The following is a quantum chemistry calculation of C24H22N6O2PdS2 as an isolated structure, from the Open Molecules 2025 dataset.

Last column: Löwdin charge in e.
Cartesian coordinates (Å):
1 Pd -0.62424 -0.21761 0.28894  0.743
2 C 2.48749 0.91649 3.69624  -0.020
3 C 1.41283 0.28253 2.86718  -0.295
4 N 0.40370 0.86399 2.36693  -0.051
5 N 0.30253 2.23169 2.40584  -0.004
6 C 0.32017 2.68069 1.18906  -0.850
7 N 0.27501 4.03376 0.97860  0.058
8 S 0.56113 1.70654 -0.26069  0.607
9 C 1.57903 -1.10459 2.36556  -0.201
10 C 2.41840 -2.02590 2.98342  -0.006
11 C 2.66246 -3.24473 2.37874  -0.049
12 C 2.07170 -3.51428 1.15420  -0.051
13 C 1.23766 -2.55815 0.60553  -0.135
14 N 0.98592 -1.38387 1.19008  0.004
15 H 2.24170 1.96261 3.85603  0.071
16 H 3.45663 0.84804 3.19820  0.092
17 H 2.57403 0.42026 4.66536  0.078
18 H -0.03056 4.55405 1.78830  0.093
19 H -0.20276 4.28547 0.12657  0.071
20 H 2.87652 -1.77486 3.92948  0.112
21 H 3.31348 -3.96934 2.84994  0.112
22 H 2.25292 -4.43864 0.62484  0.108
23 H 0.74948 -2.72508 -0.34592  0.113
24 C -4.68713 -1.58921 4.80277  -0.052
25 C -4.36768 -0.74206 3.60098  -0.277
26 C -3.32125 0.17722 3.63270  -0.033
27 C -2.99595 0.93130 2.51674  -0.061
28 C -3.73122 0.76806 1.35125  -0.280
29 C -4.79789 -0.11829 1.30448  -0.056
30 C -5.10764 -0.86950 2.42827  -0.039
31 S -3.18416 1.56126 -0.13776  0.586
32 O -2.41432 2.70984 0.23676  -0.323
33 O -4.34096 1.72731 -0.97785  -0.293
34 N -2.18667 0.44563 -0.81697  -0.259
35 C -2.88963 -0.68633 -1.30017  -0.295
36 C -3.71568 -0.68220 -2.39388  -0.006
37 C -4.48009 -1.82468 -2.71725  -0.053
38 C -4.44234 -2.95429 -1.94635  -0.036
39 C -3.58649 -3.00086 -0.82060  -0.156
40 C -3.50149 -4.09354 0.07113  0.002
41 C -2.66454 -4.02849 1.14998  -0.039
42 C -1.85048 -2.89170 1.31551  -0.114
43 N -1.88433 -1.87682 0.48835  0.010
44 C -2.78169 -1.88282 -0.54473  -0.171
45 H -4.29340 -1.14375 5.71571  0.075
46 H -4.24805 -2.58501 4.70289  0.078
47 H -5.76325 -1.71762 4.92122  0.078
48 H -2.74905 0.30416 4.54468  0.113
49 H -2.17415 1.63484 2.54132  0.087
50 H -5.37598 -0.20906 0.39328  0.118
51 H -5.94249 -1.56071 2.39544  0.114
52 H -3.81035 0.22313 -2.97506  0.119
53 H -5.12796 -1.78670 -3.58329  0.108
54 H -5.05638 -3.81446 -2.18118  0.111
55 H -4.11733 -4.96786 -0.10277  0.121
56 H -2.59624 -4.83678 1.86410  0.106
57 H -1.14538 -2.82847 2.13539  0.116

The maximum force comes out at 0.12 eV/Å. The calculation puts the energy above the lowest of the compared OMol25 structures with the same formula, charge and spin at 0.6623 eV. As for the multiplicity: 1. As for the net charge: 0. As for the HOMO-LUMO gap: 0.26143 hartree.

---

[2]
The following is a quantum chemistry calculation of C24H22N7S3V as an isolated structure in a non-equilibrium geometry, from the Open Molecules 2025 dataset.

Last column: Löwdin charge in e.
Cartesian coordinates (Å):
1 V -0.33932 0.02113 0.24095  0.386
2 C -0.30847 -2.78390 -1.04471  -0.139
3 N -0.28404 -1.94500 0.17574  -0.139
4 C -0.39962 -2.55104 1.35304  -0.009
5 C -0.54423 -1.73756 2.46080  -0.284
6 C -0.69760 -1.90001 3.83953  0.050
7 C -0.79872 -0.61812 4.37707  -0.017
8 C -0.70583 0.28105 3.31990  -0.072
9 N -0.55577 -0.38009 2.14916  -0.077
10 C 0.98996 -2.74285 -1.80470  -0.283
11 C 0.96645 -2.66132 -3.19113  -0.069
12 C 2.15467 -2.60619 -3.90948  -0.057
13 C 3.37194 -2.63418 -3.24436  -0.056
14 C 3.39976 -2.73960 -1.85893  -0.061
15 C 2.21316 -2.79893 -1.14345  -0.071
16 H -1.13204 -2.43117 -1.67168  0.119
17 H -0.55884 -3.79988 -0.72949  0.138
18 H -0.41676 -3.63534 1.40365  0.162
19 H -0.72403 -2.83823 4.36923  0.133
20 H -0.93888 -0.34790 5.40964  0.117
21 H -0.75339 1.35966 3.35239  0.123
22 H 0.01826 -2.64671 -3.71694  0.119
23 H 2.13041 -2.55246 -4.98962  0.118
24 H 4.29667 -2.59759 -3.80327  0.117
25 H 4.34743 -2.79160 -1.33998  0.115
26 H 2.25066 -2.89656 -0.06355  0.112
27 S -0.51642 0.86994 -4.17866  1.004
28 C 0.26676 0.66073 -2.91252  -1.202
29 S -2.10731 0.35685 -0.57057  0.565
30 S 1.22539 0.45212 -1.63586  0.802
31 C 2.48711 1.08861 1.73084  0.027
32 C 1.37907 2.06959 1.59210  -0.336
33 N 0.22726 1.83732 0.94718  -0.092
34 C -0.54180 2.99498 1.05835  -0.081
35 C 0.15941 3.90376 1.76490  0.008
36 N 1.36489 3.30566 2.08665  0.035
37 C 2.38498 3.96426 2.94112  -0.037
38 N 1.80862 4.32606 4.17858  -0.071
39 N 1.28761 5.59130 4.31252  0.067
40 N 0.68641 5.67967 5.42067  0.103
41 C 0.76737 4.46033 6.07506  -0.213
42 C 0.25941 4.07693 7.31868  0.015
43 C 0.49811 2.78121 7.71317  -0.059
44 C 1.22904 1.88963 6.89844  -0.072
45 C 1.73357 2.25931 5.66905  -0.023
46 C 1.48163 3.57804 5.27944  -0.174
47 H 2.19505 0.11610 1.32706  0.067
48 H 2.74679 0.92709 2.77781  0.091
49 H 3.38199 1.41428 1.19808  0.111
50 H -1.51935 3.07577 0.61909  0.108
51 H -0.06943 4.90869 2.07765  0.138
52 H 2.71288 4.87120 2.43637  0.154
53 H 3.22378 3.28147 3.05857  0.143
54 H -0.29045 4.77314 7.93555  0.127
55 H 0.13334 2.43721 8.67051  0.114
56 H 1.41820 0.88890 7.26409  0.111
57 H 2.32328 1.57132 5.07758  0.097

The maximum force comes out at 1.36 eV/Å. As for the multiplicity: 1. As for the net charge: +2. As for the HOMO-LUMO gap (spin up / spin down): 0.18902 / 0.18905 hartree.